(1)
# C20H21BrNOS3SiY

C20H21BrNOS3SiY as an isolated structure at a distorted geometry (the ωB97M-V functional and the def2-TZVPD basis, OMol25).

- E_LUMO: -0.36 eV
- Spin multiplicity: 1
- Energy relative to the best compared isomer or geometry (same formula, charge and spin): 0.044 eV
- Frontier orbital gap: 7.33 eV

Atoms and positions in Å:
Y -0.1531 -1.2719 0.6981
C -0.7153 5.9643 -0.5813
Si -0.3109 4.2985 -1.2850
C -1.3155 3.9624 -2.7712
C 1.4584 4.0682 -1.8159
C -0.9669 2.9357 -0.0918
C -2.1863 3.3292 0.3467
C -2.9725 2.3923 0.9862
C -2.5357 1.1145 1.1895
N -1.2739 0.7599 0.8210
C -0.4245 1.6688 0.2990
S 1.1780 1.1508 -0.1417
H -0.1044 6.7934 -1.0230
H -0.5294 6.0421 0.4887
H -1.7915 6.1206 -0.8527
H -0.9040 4.3748 -3.7003
H -2.3042 4.3404 -2.5903
H -1.3507 2.8264 -2.9122
H 1.7167 4.8308 -2.5356
H 1.5102 3.1365 -2.3612
H 2.1419 4.0342 -0.9616
H -2.4857 4.3738 0.2867
H -3.9900 2.5397 1.2668
H -3.1038 0.3311 1.6795
Br -1.6407 -3.5453 -0.2072
C 0.2213 -4.0276 -0.0064
C 0.4902 -5.1768 0.6932
C 1.7948 -5.6467 0.6058
C 2.7840 -4.9806 -0.1012
C 2.5692 -3.7632 -0.6947
C 3.5355 -3.0534 -1.4542
C 3.1628 -1.9243 -2.1599
C 1.9042 -1.3482 -2.0010
C 1.0050 -1.9447 -1.1969
C 1.1915 -3.2232 -0.6540
H -0.3424 -5.7602 1.1974
H 2.0596 -6.6408 0.9974
H 3.8028 -5.4092 -0.0937
H 4.5635 -3.3524 -1.4950
H 3.9581 -1.3369 -2.6802
H 1.6931 -0.3419 -2.3769
C -2.4188 -2.7065 3.0828
O -1.2496 -1.9438 2.7131
C -0.2537 -1.7736 3.6928
S -0.7192 -1.9329 5.2524
S 1.3263 -1.5272 2.9794
H -2.9027 -2.8975 2.1354
H -3.0225 -2.1807 3.7998
H -2.0994 -3.6787 3.5333

***

(2)
# C3H6N2OS

One molecule with the formula C3H6N2OS at a distorted geometry (the ωB97M-V functional and the def2-TZVPD basis, OMol25).

- E_LUMO: 0.49 eV
- Spin multiplicity: 1
- Energy relative to the best compared isomer or geometry (same formula, charge and spin): 2.558 eV
- Structure (SMILES): [H]/N=C1/OCSN1C
- Frontier orbital gap: 9.34 eV

Atoms and positions in Å:
H 0.1970 2.4322 -0.6454
N -0.0112 1.7329 -1.3479
C -0.1823 0.6175 -0.7637
O -0.1057 -0.4639 -1.4808
C -0.4891 -1.5487 -0.5936
S 0.4819 -1.1486 0.8300
N -0.3048 0.4108 0.6315
C 0.0709 1.5103 1.4777
H -1.5553 -1.5895 -0.4558
H -0.1680 -2.4771 -1.1018
H 0.0123 1.2139 2.5034
H -0.7055 2.2879 1.3382
H 1.1692 1.7394 1.2206

***

(3)
# C35H24Br3ClF3N2O3PRu

C35H24Br3ClF3N2O3PRu as an isolated structure at a distorted geometry (the ωB97M-V functional and the def2-TZVPD basis, OMol25).

- E_LUMO (alpha / beta): -3.14 / -4.50 eV
- Spin multiplicity: 2
- Energy relative to the best compared isomer or geometry (same formula, charge and spin): 0.610 eV
- Net charge: +1
- Frontier orbital gap (alpha / beta): 7.37 / 6.05 eV
- <S²>: 0.7595

Atoms and positions in Å:
Ru -0.1982 0.1141 -0.2476
Cl -1.7693 -1.6607 0.7083
C -3.3881 -1.0554 0.4989
C -4.4421 -1.8204 0.9743
C -5.7275 -1.3249 0.8420
C -5.9489 -0.0838 0.2546
C -4.8833 0.6607 -0.2160
C -3.5769 0.1741 -0.1120
P -2.1750 1.1134 -0.7952
C -2.4171 1.1110 -2.5991
C -1.6341 1.9723 -3.3736
C -1.6932 1.9201 -4.7551
C -2.5311 1.0040 -5.3798
C -3.3170 0.1542 -4.6183
C -3.2641 0.2071 -3.2312
C -2.5742 2.7882 -0.2171
C -2.6468 2.9892 1.1628
C -3.0326 4.2150 1.6750
C -3.3579 5.2545 0.8124
C -3.3139 5.0551 -0.5582
C -2.9285 3.8263 -1.0771
H -4.2545 -2.7749 1.4450
H -6.5609 -1.9070 1.2103
H -6.9549 0.3021 0.1675
H -5.0545 1.6287 -0.6698
H -0.9794 2.6915 -2.8953
H -1.0863 2.5945 -5.3444
H -2.5759 0.9608 -6.4594
H -3.9797 -0.5515 -5.1009
H -3.8865 -0.4634 -2.6515
H -2.4389 2.1675 1.8486
H -3.0911 4.3554 2.7455
H -3.6579 6.2143 1.2105
H -3.5849 5.8559 -1.2330
H -2.9138 3.6892 -2.1466
C -1.1038 -2.6498 -2.2834
C -0.1334 -1.6861 -2.8757
C 0.4381 -1.9722 -4.1348
C 1.3474 -1.1308 -4.7032
C 1.7043 0.0492 -4.0218
C 2.6170 1.0315 -4.5037
Br 3.4691 0.7846 -6.1623
C 2.8849 2.1728 -3.7900
C 2.2517 2.3971 -2.5609
Br 2.6004 3.9650 -1.6017
C 1.3692 1.4637 -2.0417
O 0.7597 1.6431 -0.8885
C 1.0987 0.2712 -2.7789
N 0.1931 -0.5875 -2.2116
H -1.3191 -3.4510 -2.9859
H -2.0389 -2.1508 -2.0264
H -0.6796 -3.0778 -1.3743
H 0.1380 -2.8793 -4.6386
H 1.7823 -1.3520 -5.6678
H 3.5809 2.9058 -4.1716
F 3.8421 -2.6114 -0.5624
C 3.1768 -2.4694 0.5945
F 2.8478 -3.6829 1.0344
F 4.0009 -1.9106 1.4852
C 1.9382 -1.5746 0.3666
O 2.1379 -0.3867 0.0862
O 0.8043 -2.0886 0.4543
Br 0.8723 2.5401 5.9686
C 0.5644 1.8621 4.2479
C 0.5019 2.7164 3.1610
C 0.2541 2.1751 1.9142
N 0.0704 0.8639 1.7128
C 0.1678 0.0441 2.7701
C 0.4092 0.5002 4.0505
H 0.6441 3.7812 3.2691
H 0.2304 2.8021 1.0322
H 0.0766 -1.0136 2.5719
H 0.4819 -0.2003 4.8691

***

(4)
# C12H28BCs2O6S3

C12H28BCs2O6S3 as an isolated structure at a distorted geometry (the ωB97M-V functional and the def2-TZVPD basis, OMol25).

- E_LUMO: -2.91 eV
- Spin multiplicity: 1
- Energy relative to the best compared isomer or geometry (same formula, charge and spin): 26.254 eV
- Net charge: +1
- Frontier orbital gap: 8.03 eV

Atoms and positions in Å:
Cs -3.2880 2.2834 0.1391
Cs -0.4294 3.5288 1.4458
B -1.1648 1.2727 0.8007
H -1.7106 1.9343 1.4554
H -1.8966 0.5594 0.4543
H -0.8212 1.8678 -0.0311
H -0.2877 0.7974 1.2118
C 1.6511 0.1419 -1.3796
C 0.5079 0.9123 -2.1301
C 0.7577 2.3760 -2.2318
S 1.9578 2.7059 -0.8438
O 1.3745 3.6840 0.0692
O 3.2984 3.0210 -1.3167
C 1.8983 0.9983 -0.1202
H 2.5425 0.1411 -2.0069
H 1.4018 -0.8401 -0.9775
H -0.3548 0.6636 -1.5120
H 0.3482 0.4509 -3.1046
H -0.1335 2.9894 -2.0987
H 1.2249 2.7428 -3.1457
H 1.0179 1.0197 0.5220
H 2.8035 0.9395 0.4840
C -0.8911 -2.1570 -0.7423
C -2.1538 -2.7592 -1.4493
C -2.8308 -1.5979 -2.2250
S -2.3030 0.0488 -1.5323
O -3.5431 0.6943 -1.2002
O -1.4295 0.6618 -2.4920
C -1.2614 -0.7583 -0.1842
H -0.0575 -2.0957 -1.4420
H -0.4767 -2.8330 0.0056
H -2.8146 -3.2154 -0.7122
H -1.9149 -3.5364 -2.1752
H -3.9104 -1.6243 -2.0771
H -2.6831 -1.5768 -3.3047
H -1.8643 -0.8843 0.7152
H -0.5245 -0.0025 0.0876
C 2.2410 -0.0669 2.1474
C 0.9014 0.3218 2.8255
C -0.1421 -0.5062 2.0259
S 0.5785 -2.2219 1.9611
O 0.3565 -2.7764 0.6609
O 0.2893 -3.0396 3.1492
C 2.3204 -1.5909 2.1479
H 3.1480 0.3848 2.5489
H 2.2261 0.2531 1.1055
H 0.7417 1.3998 2.8490
H 1.0631 0.0916 3.8786
H -0.1283 -0.2026 0.9791
H -1.1924 -0.4908 2.3171
H 2.8006 -2.1750 1.3629
H 2.7569 -1.9352 3.0855